[1]
79
Properties=species:S:1:pos:R:3:mulliken_spin:R:1 method="wB97M-V/def2-TZVPD" e_homo_ev="-5.9 / -5.8" multiplicity=2 gap_ev="5.91 / 5.82" s2=0.765 e_tot_ha=-2063.65618
Re 0.00 0.73 0.66 0.773
S -0.66 2.07 2.51 0.012
O -1.41 -2.31 3.20 0.010
O -0.02 -1.00 2.02 -0.003
N -2.04 0.21 0.79 -0.006
N 1.88 1.04 1.89 0.040
N 0.24 1.42 4.92 0.003
N 1.76 1.16 3.25 -0.004
N -1.28 -3.11 -1.89 0.000
N 0.09 -1.72 -0.63 0.003
N 1.99 0.41 -0.60 0.048
C -1.49 -4.34 -2.63 -0.001
C 0.67 3.80 -2.22 0.001
C -0.93 -4.33 -4.05 0.000
C -1.01 1.97 -2.61 0.000
C -0.50 3.01 -1.61 0.015
C 4.32 0.96 2.27 -0.001
C -2.49 -1.28 -3.07 -0.002
C 4.35 0.19 -2.02 -0.003
C 1.98 0.13 -1.90 -0.009
C 3.08 0.88 1.44 0.033
C -2.38 -2.15 -1.83 -0.017
C -2.33 -0.77 1.67 0.060
C 3.16 0.58 0.02 -0.021
C 0.89 -3.97 -1.13 0.003
C -4.67 -0.58 1.23 0.049
C 0.55 1.48 3.61 0.002
C -1.62 4.02 -1.28 -0.001
C 2.16 1.85 6.44 0.000
C 1.13 0.86 5.92 -0.001
C -1.16 -1.44 2.38 0.009
C 4.37 0.47 -0.67 0.001
C -3.62 -1.18 1.90 -0.034
C -0.03 2.41 -0.30 -0.038
C -0.12 -2.85 -1.21 0.010
C -3.06 0.80 0.13 0.067
C 3.13 0.01 -2.66 0.008
C -4.38 0.43 0.32 -0.032
H -2.71 -1.88 -3.96 0.000
H 1.62 -0.01 5.48 0.000
H -5.69 -0.89 1.40 0.004
H -1.46 -3.61 -4.67 0.000
H 5.28 0.11 -2.57 0.000
H -2.22 -1.54 -0.95 0.003
H 0.38 4.22 -3.19 -0.001
H -3.29 -0.55 -2.95 0.001
H 1.00 -0.01 -2.34 -0.001
H 0.41 3.25 0.27 -0.011
H -3.76 -1.98 2.62 0.001
H -5.15 0.94 -0.23 -0.001
H 1.53 3.14 -2.38 0.000
H 0.97 4.61 -1.57 0.001
H -0.18 1.55 -3.19 0.000
H -1.06 -5.18 -2.08 0.000
H -1.96 4.52 -2.19 0.001
H -1.26 4.77 -0.58 0.000
H 5.31 0.61 -0.14 0.000
H 1.68 2.76 6.79 0.000
H 4.88 0.02 2.22 0.000
H 0.97 -1.77 -0.14 0.013
H -1.56 -0.75 -3.24 -0.001
H -3.30 -2.72 -1.68 0.000
H 1.18 -4.33 -2.12 0.000
H -2.78 1.58 -0.56 0.008
H -1.03 -5.31 -4.51 0.000
H 0.50 0.50 6.74 0.000
H 2.73 1.42 7.27 0.000
H -2.56 -4.51 -2.66 0.000
H 2.86 2.12 5.65 0.000
H 1.78 -3.62 -0.62 -0.001
H 3.07 -0.22 -3.71 0.001
H 0.48 -4.82 -0.58 0.000
H 4.05 1.16 3.31 0.001
H -1.71 2.41 -3.33 0.000
H 0.12 -4.05 -4.06 0.000
H -0.68 1.71 5.18 0.002
H 4.97 1.76 1.91 0.001
H -2.49 3.54 -0.82 0.000
H -1.50 1.15 -2.09 0.005

=====

[2]
12
Properties=species:S:1:pos:R:3:nbo_charge:R:1 method="wB97M-V/def2-TZVPD" smiles=N#C[C@H]1CCN1 e_homo_ev=-9.8 gap_ev=10.70 e_tot_ha=-265.46954
N -0.11 2.70 0.40 -0.328
N 0.94 -0.73 0.55 -0.595
C -0.02 1.61 0.79 0.253
C 0.46 -0.82 -0.84 -0.218
C -0.89 -0.20 -0.41 -0.390
C -0.17 0.15 0.93 -0.149
H -1.19 0.72 -0.92 0.231
H -0.63 -0.11 1.89 0.227
H 1.89 -0.39 0.70 0.371
H 0.41 -1.84 -1.22 0.192
H 1.02 -0.20 -1.56 0.186
H -1.71 -0.90 -0.31 0.220

=====

Here are the calculated largest force on an atom numbers, same order: 1.7, 1.1 (eV/A).